Entry from the Open Molecules 2025 dataset: C21H39LiNOSi4 as an isolated structure in a non-equilibrium geometry (wB97M-V/def2-TZVPD).

CARTESIAN COORDINATES (ANGSTROEM)
Li (0.6163, 0.6206, 1.2379)
C (-3.1863, 0.8229, -2.1751)
Si (-1.6801, -0.2250, -2.7556)
C (-2.4031, -1.1267, -4.3268)
C (-0.5089, 1.0849, -3.5488)
Si (-0.5440, -1.2872, -0.9741)
Si (0.9530, -2.7152, -2.1134)
C (2.3215, -1.6268, -2.9223)
C (1.9397, -3.7616, -0.8331)
C (0.6371, -4.0295, -3.5227)
Si (-2.1862, -2.7377, -0.0970)
C (-1.4394, -3.8820, 1.2614)
C (-3.3299, -3.9806, -1.0719)
C (-3.4812, -1.7109, 0.8896)
H (-3.4805, 1.5999, -2.8809)
H (-2.9421, 1.3143, -1.2413)
H (-4.0557, 0.1981, -1.9883)
H (-2.8473, -0.4637, -5.0692)
H (-3.1654, -1.8417, -4.0264)
H (-1.6162, -1.6921, -4.8199)
H (-1.0344, 1.9164, -4.0175)
H (0.1370, 0.6348, -4.2994)
H (0.1376, 1.5036, -2.7827)
H (2.6465, -0.8658, -2.2194)
H (1.9315, -1.1094, -3.7943)
H (3.2048, -2.1804, -3.2375)
H (2.2201, -3.1357, 0.0082)
H (2.8505, -4.2082, -1.2290)
H (1.3251, -4.5666, -0.4401)
H (0.1618, -3.5517, -4.3756)
H (-0.0454, -4.7995, -3.1721)
H (1.5348, -4.5291, -3.8881)
H (-0.8468, -4.6752, 0.8145)
H (-2.1819, -4.3515, 1.9050)
H (-0.7731, -3.3066, 1.8969)
H (-2.7204, -4.6963, -1.6180)
H (-3.9172, -3.4382, -1.8088)
H (-4.0245, -4.5462, -0.4506)
H (-2.9710, -1.0062, 1.5396)
H (-4.1476, -2.3089, 1.5103)
H (-4.0989, -1.1278, 0.2132)
C (-0.8465, 2.1589, 0.7221)
C (-0.0019, 3.1808, 1.1591)
C (-0.1394, 3.8000, 2.4321)
C (0.6623, 4.8343, 2.8347)
C (1.6813, 5.3129, 2.0149)
C (1.8637, 4.7131, 0.7707)
C (1.0572, 3.6865, 0.3560)
H (-0.9330, 2.0208, -0.3483)
H (-1.7905, 2.0447, 1.2432)
H (-0.9123, 3.4301, 3.0992)
H (0.4949, 5.2974, 3.8040)
H (2.3199, 6.1258, 2.3403)
H (2.6474, 5.0806, 0.1104)
H (1.2133, 3.2428, -0.6219)
O (1.8763, 0.3273, 2.3984)
N (2.4637, 1.0392, 3.3760)
C (1.7582, 1.2912, 4.5455)
C (2.1470, 2.2535, 5.4192)
C (3.2724, 3.0663, 5.1646)
C (3.9181, 2.8645, 3.9250)
C (3.5068, 1.9003, 3.0653)
H (0.8954, 0.6567, 4.6921)
H (1.5669, 2.3985, 6.3216)
H (3.5761, 3.8406, 5.8536)
H (4.7524, 3.4941, 3.6439)
H (3.9605, 1.7273, 2.1016)

Values from the calculation:
LUMO energy (spin up / spin down)   4.87 / 4.83 eV
HOMO (spin up / spin down)   0.67 / -0.30 eV
Charge   -2
Spin multiplicity   2
HOMO-LUMO gap (spin up / spin down)   4.20 / 5.12 eV